Below is a structure of composition C34H62Br18O14S7 at a distorted geometry, with properties calculated with ωB97M-V/def2-TZVPD.

Structure (XYZ):
```
135
Properties=species:S:1:pos:R:3
C -0.46 -4.34 3.18
Br -1.03 -4.34 1.30
Br -1.56 -3.04 4.07
Br 1.43 -4.09 3.43
H -0.67 -5.35 3.51
C -0.62 0.57 5.35
Br -0.19 2.33 6.01
Br -2.41 -0.06 5.89
Br 0.84 -0.62 5.88
H -0.59 0.57 4.27
C 2.82 0.23 -3.81
Br 1.95 -0.92 -5.15
Br 3.24 2.00 -4.46
Br 4.42 -0.69 -3.16
H 2.18 0.32 -2.95
C -5.08 1.78 -0.06
Br -7.05 1.63 0.15
Br -4.47 3.45 0.76
Br -4.68 1.50 -1.98
H -4.74 0.99 0.59
C -2.85 4.46 4.26
Br -1.33 3.90 3.15
Br -4.14 2.99 4.53
Br -3.75 5.94 3.35
H -2.41 4.79 5.19
C -2.74 -3.51 -3.66
Br -2.56 -5.47 -3.81
Br -1.59 -2.74 -2.25
Br -4.55 -2.95 -3.31
H -2.37 -3.14 -4.60
C -0.77 2.18 -4.77
C -1.15 1.11 -3.77
C -2.12 0.11 -4.42
S -2.96 0.98 -5.81
O -4.35 1.22 -5.50
O -2.61 0.38 -7.10
C -2.05 2.53 -5.53
H 0.05 1.83 -5.40
H -0.38 3.06 -4.25
H -1.55 1.56 -2.86
H -0.26 0.53 -3.51
H -3.02 -0.18 -3.87
H -1.73 -0.76 -4.95
H -2.70 3.06 -4.82
H -1.99 3.21 -6.37
C 1.97 -4.34 -2.86
C 3.07 -4.86 -3.74
C 3.99 -5.81 -2.96
S 4.24 -4.85 -1.38
O 5.26 -3.83 -1.59
O 4.41 -5.74 -0.26
C 2.56 -4.05 -1.46
H 1.19 -5.07 -2.61
H 1.33 -3.54 -3.22
H 3.69 -4.03 -4.10
H 2.68 -5.45 -4.57
H 5.02 -5.86 -3.30
H 3.45 -6.73 -2.74
H 2.62 -2.99 -1.22
H 2.07 -4.57 -0.64
C -1.37 6.34 -0.57
C -0.84 4.97 -1.08
C -1.97 4.34 -1.93
S -2.90 5.71 -2.67
O -4.30 5.56 -2.35
O -2.48 5.85 -4.05
C -2.17 7.04 -1.66
H -0.47 6.86 -0.23
H -1.95 6.07 0.32
H -0.49 4.32 -0.29
H 0.07 5.24 -1.62
H -2.59 3.83 -1.19
H -1.74 3.70 -2.78
H -2.91 7.77 -1.35
H -1.43 7.48 -2.33
C 5.53 -2.38 3.74
C 6.64 -2.53 2.66
C 5.87 -2.78 1.39
S 4.30 -1.82 1.43
O 3.28 -2.79 1.13
O 4.45 -0.55 0.77
C 4.50 -1.40 3.21
H 5.99 -2.06 4.67
H 5.08 -3.37 3.83
H 7.36 -3.28 2.97
H 7.18 -1.58 2.64
H 5.65 -3.85 1.35
H 6.46 -2.62 0.49
H 3.51 -1.32 3.68
H 4.89 -0.39 3.29
C 3.78 4.05 2.14
C 3.60 4.75 3.49
C 2.42 3.99 4.12
S 2.89 2.23 3.83
O 1.75 1.44 3.38
O 3.63 1.76 4.99
C 4.05 2.54 2.44
H 4.56 4.46 1.50
H 2.86 4.05 1.55
H 3.25 5.77 3.37
H 4.51 4.64 4.07
H 1.44 3.96 3.64
H 2.31 4.14 5.20
H 3.70 1.82 1.70
H 5.06 2.26 2.76
C -4.85 -4.88 0.65
C -4.85 -4.27 2.07
C -4.80 -2.75 2.07
S -5.49 -2.27 0.43
O -4.40 -1.61 -0.25
O -6.70 -1.52 0.68
C -5.81 -3.98 -0.12
H -5.19 -5.91 0.72
H -3.81 -4.91 0.31
H -4.17 -4.63 2.85
H -5.83 -4.58 2.46
H -3.82 -2.29 2.05
H -5.40 -2.21 2.80
H -5.92 -4.03 -1.20
H -6.80 -4.21 0.30
C -0.93 -0.47 0.82
C 0.31 -0.98 0.08
C 1.35 0.11 0.35
S 0.43 1.71 0.13
O 0.27 1.98 -1.29
O 0.93 2.74 1.00
C -1.17 1.01 0.64
H -0.73 -0.69 1.87
H -1.80 -1.11 0.66
H 0.12 -0.97 -1.00
H 0.54 -1.99 0.41
H 2.26 0.20 -0.24
H 1.68 0.08 1.39
H -1.94 1.38 -0.04
H -1.39 1.51 1.59
```

Summary:
Gap between HOMO and LUMO (Ha): 0.3425
ΔE to the lowest compared entry with this formula, charge and spin (kcal/mol): 0.0
Electronic energy (eV): -1401535.1166
HOMO (eV): -9.803
F_max (eV/A): 3.682

=====

Below is a cluster of 3 separate species, C34H62Br5FNO3 in total at a distorted geometry, with properties calculated with ωB97M-V/def2-TZVPD.

Structure (XYZ):
```
106
Properties=species:S:1:pos:R:3
C 7.05 -4.24 1.56
C 8.14 -3.45 0.59
C 8.70 -2.10 1.33
C 9.08 -0.86 0.31
C 7.94 -0.51 -0.81
C 6.45 -0.18 -0.19
C 6.17 1.43 -0.39
C 4.71 1.94 0.17
C 4.27 1.28 1.62
C 3.73 2.45 2.68
C 2.09 2.31 2.73
C 1.51 1.34 3.92
C -0.08 1.78 4.14
C -0.93 1.28 2.83
C -2.42 1.99 2.67
C -3.63 0.92 2.41
C -4.01 0.69 0.81
C -5.01 -0.65 0.70
C -6.15 -0.86 1.86
C -7.67 -1.06 1.20
O -8.71 -1.14 2.07
C -3.89 -1.82 0.49
C -4.32 -3.39 0.33
C -5.89 -3.66 -0.05
O -6.50 -3.39 -1.20
Br -7.01 -4.55 1.41
C -3.04 -1.09 -0.75
C -3.87 -1.16 -2.16
C -2.97 -1.02 -3.52
O -1.88 -1.78 -3.77
F -3.33 -0.05 -4.61
N -2.82 0.28 -0.09
C -2.07 1.35 -0.84
C -0.62 0.72 -1.34
C -2.90 2.13 -2.01
C -1.92 2.51 -3.31
H 7.44 -5.31 1.84
H 6.00 -4.37 1.05
H 6.87 -3.64 2.57
H 7.65 -3.27 -0.46
H 9.04 -4.20 0.42
H 7.87 -1.73 2.07
H 9.64 -2.42 1.98
H 9.30 0.08 0.99
H 10.08 -1.14 -0.27
H 8.35 0.40 -1.44
H 7.82 -1.40 -1.59
H 5.67 -0.79 -0.83
H 6.41 -0.54 0.93
H 6.20 1.66 -1.56
H 7.01 2.12 0.09
H 4.79 3.12 0.33
H 3.90 1.75 -0.68
H 3.43 0.44 1.49
H 5.18 0.77 2.17
H 4.01 3.55 2.33
H 4.19 2.28 3.75
H 1.55 3.35 2.84
H 1.76 1.84 1.69
H 1.58 0.20 3.59
H 2.12 1.51 4.93
H -0.16 2.94 4.28
H -0.49 1.18 5.08
H -0.39 1.42 1.80
H -1.14 0.13 2.96
H -2.64 2.48 3.74
H -2.41 2.91 1.92
H -4.59 1.36 2.97
H -3.40 -0.10 2.96
H -4.52 1.74 0.56
H -5.68 -0.31 -0.22
H -5.91 -1.91 2.37
H -6.26 0.01 2.63
H -7.88 -1.16 0.06
H -3.20 -1.78 1.44
H -3.61 -3.91 -0.45
H -4.08 -3.91 1.38
H -2.09 -1.73 -0.98
H -4.76 -0.38 -2.21
H -4.39 -2.23 -2.21
H -2.12 0.01 0.66
H -1.77 2.18 -0.03
H -0.20 0.11 -0.41
H 0.14 1.59 -1.53
H -0.71 -0.01 -2.25
H -3.90 1.62 -2.34
H -3.22 3.19 -1.56
H -2.48 3.17 -4.11
H -1.49 1.57 -3.85
H -1.03 3.16 -2.89
Br -7.15 -1.81 -4.91
C -7.24 -3.69 -4.38
C -6.30 -4.53 -5.21
Br -7.03 -4.85 -6.99
H -8.29 -3.99 -4.46
H -6.94 -3.70 -3.33
H -6.19 -5.53 -4.77
H -5.31 -4.08 -5.35
Br -0.60 4.93 -0.85
C 1.29 4.62 -0.47
C 2.13 4.80 -1.71
Br 1.98 3.26 -2.90
H 1.37 3.63 -0.03
H 1.55 5.37 0.28
H 3.19 4.86 -1.45
H 1.86 5.68 -2.30
```

Summary:
Gap between HOMO and LUMO (Ha): 0.3024
Electronic energy (eV): -396805.0475
Net charge: +1
HOMO (eV): -11.719
F_max (eV/A): 10.015

=====

Below is a cluster of 9 separate species, C34H62N7O13P in total at a distorted geometry, with properties calculated with ωB97M-V/def2-TZVPD.

Structure (XYZ):
```
117
Properties=species:S:1:pos:R:3
C 1.67 -2.38 5.80
C 0.35 -1.79 6.26
O -0.18 -1.19 5.08
C 0.47 -1.65 3.98
O 0.25 -1.31 2.86
O 1.52 -2.40 4.35
H 1.86 -3.43 6.01
H 2.56 -1.78 6.01
H 0.50 -0.96 6.95
H -0.34 -2.56 6.60
C -4.51 -6.02 -2.19
C -3.09 -5.42 -1.98
O -2.73 -5.00 -3.29
C -3.79 -5.10 -4.11
O -3.86 -4.69 -5.23
O -4.73 -5.90 -3.57
H -5.23 -5.40 -1.64
H -4.74 -6.99 -1.75
H -2.40 -6.18 -1.62
H -3.17 -4.61 -1.26
C -0.26 2.65 -6.18
C -1.59 1.82 -6.14
O -1.48 1.03 -5.00
C -0.32 1.26 -4.35
O -0.02 0.74 -3.33
O 0.44 2.12 -5.06
H -0.39 3.72 -6.06
H 0.28 2.35 -7.08
H -1.78 1.28 -7.06
H -2.36 2.60 -6.12
C -4.33 0.39 -0.60
C -5.07 0.85 -1.88
O -5.19 -0.37 -2.62
C -4.29 -1.26 -2.17
O -4.01 -2.29 -2.70
O -3.68 -0.78 -1.06
H -5.04 0.22 0.21
H -3.62 1.16 -0.31
H -4.51 1.58 -2.46
H -6.06 1.22 -1.64
C 2.82 3.00 -0.47
C 1.90 4.20 -0.25
C 2.44 5.14 0.87
C 2.44 4.41 2.15
N 2.43 3.82 3.14
H 2.56 2.18 0.20
H 3.85 3.32 -0.30
H 2.75 2.72 -1.52
H 0.88 3.88 -0.03
H 1.80 4.84 -1.13
H 1.90 6.05 1.13
H 3.47 5.34 0.59
C -0.69 -1.92 -1.80
C -0.29 -1.20 -0.51
C 0.79 -0.12 -0.46
C 2.05 -0.50 -1.12
N 3.01 -0.79 -1.67
H -1.20 -1.27 -2.50
H -1.41 -2.70 -1.56
H 0.22 -2.33 -2.25
H 0.21 -2.00 0.05
H -1.12 -0.99 0.18
H 0.98 -0.12 0.62
H 0.52 0.89 -0.78
C 4.10 -3.77 -2.94
C 5.45 -4.15 -3.55
C 5.31 -4.54 -5.03
C 4.77 -5.89 -5.22
N 4.31 -6.93 -5.36
H 3.61 -3.12 -3.67
H 4.10 -3.14 -2.05
H 3.45 -4.63 -2.79
H 5.90 -5.00 -3.03
H 6.17 -3.34 -3.47
H 6.33 -4.66 -5.40
H 4.68 -3.87 -5.61
C 7.60 -0.40 1.79
C 6.37 -0.03 0.99
C 6.07 -0.94 -0.21
C 7.24 -1.28 -1.04
N 8.16 -1.62 -1.62
H 7.50 -1.41 2.16
H 7.86 0.35 2.53
H 8.47 -0.41 1.12
H 6.38 1.00 0.60
H 5.46 0.07 1.60
H 5.34 -0.44 -0.85
H 5.62 -1.91 0.02
O -4.12 3.02 1.26
P -3.41 2.86 2.55
N -3.63 1.33 3.20
C -2.65 0.66 4.05
C -4.92 0.68 3.05
N -3.88 4.01 3.68
C -3.39 3.86 5.04
C -5.21 4.61 3.54
N -1.73 3.03 2.55
C -1.20 4.36 2.24
C -0.95 2.03 1.84
H -2.11 -0.07 3.44
H -3.12 0.18 4.92
H -1.88 1.35 4.40
H -5.45 1.15 2.22
H -5.53 0.75 3.95
H -4.80 -0.33 2.66
H -2.33 4.08 5.16
H -3.94 4.48 5.76
H -3.54 2.84 5.40
H -5.42 5.16 4.45
H -5.25 5.29 2.68
H -6.00 3.88 3.39
H -1.41 5.02 3.09
H -0.12 4.34 2.13
H -1.69 4.73 1.34
H -0.70 2.33 0.81
H -1.38 1.03 1.86
H 0.07 1.95 2.23
```

Summary:
Gap between HOMO and LUMO (Ha): 0.3310
ΔE to the lowest compared entry with this formula, charge and spin (kcal/mol): 0.0
Electronic energy (eV): -82600.4168
HOMO (eV): -8.752
F_max (eV/A): 2.511
SMILES: CN(C)P(=O)(N(C)C)N(C)C.O=C1OCCO1.O=C1OCCO1.O=C1OCCO1.O=C1OCCO1.CCCC#N.CCCC#N.CCCC#N.CCCC#N